--- a ---
Density functional theory data (ωB97M-V/def2-TZVPD) for a single C7H12N2 molecule.

The geometry in ORCA input format:
```
! RIJCOSX wB97M-V def2-TZVPD def2/J DEFGRID3
* xyz 0 1
C 2.255 -1.396 -0.067
C 0.865 -0.638 -0.327
C -0.390 -0.901 0.414
C 0.349 -0.337 1.676
N 0.786 0.710 0.595
C -0.615 1.372 0.468
C -1.382 1.129 -0.714
N -0.972 1.085 -2.129
C -1.492 0.138 0.407
H 2.455 -2.033 -1.038
H 2.207 -1.970 0.804
H 3.040 -0.597 0.070
H 0.612 -0.420 -1.302
H -0.917 -1.767 0.361
H -0.132 0.208 2.399
H 1.187 -0.875 1.973
H -0.594 2.334 1.189
H -2.169 1.909 -0.417
H -1.618 0.393 -2.533
H -1.029 2.031 -2.606
H -2.447 -0.374 0.777
*
```

Computed properties:
LUMO energy   0.0351 Eh
SMILES   C[C@H]1[C@H]2CN1[C@H]1[C@@H](N)[C@@H]21
Kohn-Sham gap   9.45 eV
Highest occupied orbital energy   -8.50 eV

Löwdin atomic charge list, values in e, 6 entries: C -0.03; C -0.22; C -0.25; C -0.07; N 0.01; C -0.22



--- b ---
Density functional theory data (ωB97M-V/def2-TZVPD) for a single C7H12N2 molecule.

The geometry in ORCA input format:
```
! RIJCOSX wB97M-V def2-TZVPD def2/J DEFGRID3
* xyz 0 1
C 0.617 0.486 1.465
C 1.280 0.482 -1.246
C -2.405 -0.207 0.274
C -0.083 0.716 -0.157
C 1.760 -0.232 1.121
C -1.050 -0.444 -0.341
C -0.764 -1.587 -0.960
N -0.542 1.934 -0.396
N 2.742 -0.913 1.174
H -0.703 2.486 0.442
H 3.369 -1.085 0.392
H 0.881 1.466 1.862
H -0.088 -0.029 2.116
H 0.746 0.595 -2.188
H 1.928 1.350 -1.120
H 1.857 -0.444 -1.323
H -3.028 -1.099 0.216
H -2.900 0.616 -0.245
H -2.325 0.085 1.325
H 0.177 -1.766 -1.456
H -1.468 -2.410 -0.957
*
```

Computed properties:
LUMO energy (spin up / spin down)   -0.0174 / -0.0171 Eh
Kohn-Sham gap (spin up / spin down)   6.38 / 6.39 eV
Highest occupied orbital energy (spin up / spin down)   -6.85 / -6.86 eV

Löwdin atomic charge list, values in e, 6 entries: C -0.04; C -0.07; C -0.07; C -0.54; C -0.11; C -0.33



Name the least stable of them. a.



--- a ---
Density functional theory data (ωB97M-V/def2-TZVPD) for a single C7H12N2 molecule.

The geometry in ORCA input format:
```
! RIJCOSX wB97M-V def2-TZVPD def2/J DEFGRID3
* xyz 0 1
C 0.958 -0.607 1.478
C 1.025 -0.589 0.050
C -0.351 -0.971 -0.653
C -1.125 0.215 -0.467
N -2.467 -0.393 0.220
C -0.484 1.476 0.048
C 0.883 1.749 0.106
C 1.513 0.622 -0.759
N 2.423 -0.524 -0.356
H -0.240 -0.587 1.644
H 1.100 -1.568 1.981
H 1.563 0.136 2.001
H -0.673 -1.893 -0.431
H -0.302 -1.134 -1.783
H -1.660 0.467 -1.478
H -3.197 -0.684 -0.678
H -2.829 0.504 0.609
H -1.378 1.848 0.899
H 1.323 2.487 0.703
H 1.236 0.562 -1.889
H 2.682 -1.114 -1.246
*
```

Computed properties:
LUMO energy   0.0266 Eh
SMILES   C[C@@]12C[C@@H](N)C=C[C@H]1N2
Kohn-Sham gap   9.23 eV
Highest occupied orbital energy   -8.51 eV

Löwdin atomic charge list, values in e, 6 entries: C -0.05; C -0.52; C -0.16; C -0.43; N -0.02; C -0.08



--- b ---
Density functional theory data (ωB97M-V/def2-TZVPD) for a single C7H12N2 molecule.

The geometry in ORCA input format:
```
! RIJCOSX wB97M-V def2-TZVPD def2/J DEFGRID3
* xyz 0 1
H 2.902 -0.212 2.399
N 1.884 -0.324 2.405
C 1.364 -0.034 1.243
C 2.313 0.357 0.128
C -0.159 0.186 1.136
C -0.905 0.074 2.249
C -0.768 -0.003 -0.219
C -2.226 0.331 -0.470
N 0.022 -0.489 -1.122
C -0.411 -0.575 -2.506
H 2.512 -0.530 -0.482
H 3.282 0.666 0.530
H 1.912 1.178 -0.472
H -1.980 -0.053 2.239
H -0.436 0.011 3.228
H -2.786 -0.594 -0.639
H -2.312 0.967 -1.356
H -2.681 0.860 0.369
H -1.400 -1.030 -2.616
H 0.287 -1.202 -3.069
H -0.415 0.414 -2.975
*
```

Computed properties:
LUMO energy   0.0139 Eh
SMILES   [H]/N=C(\C)C(=C)/C(C)=N/C
Kohn-Sham gap   9.61 eV
Highest occupied orbital energy   -9.23 eV

Löwdin atomic charge list, values in e, 6 entries: H 0.04; N 0.11; C -0.34; C -0.08; C -0.18; C 0.09



Name the least stable of them. a.



--- a ---
Density functional theory data (ωB97M-V/def2-TZVPD) for a single C4H5NO3 molecule.

The geometry in ORCA input format:
```
! RIJCOSX wB97M-V def2-TZVPD def2/J DEFGRID3
* xyz 0 1
C 0.212 -0.741 0.130
C 1.705 0.710 1.005
C -0.364 0.662 0.017
N -1.501 0.875 -0.654
C 0.574 1.485 0.555
O 1.329 -0.600 0.966
O -0.704 -1.632 0.639
O 0.717 -1.103 -1.161
H -0.245 -2.403 0.994
H 1.443 -1.732 -1.058
H -1.924 0.109 -1.147
H -1.770 1.814 -0.898
H 0.529 2.555 0.612
*
```

Computed properties:
LUMO energy   0.0171 Eh
Kohn-Sham gap   8.69 eV
Highest occupied orbital energy   -8.23 eV

Löwdin atomic charge list, values in e, 6 entries: C -0.60; C 0.00; C -0.24; N 0.19; C -0.07; O -0.04



--- b ---
Density functional theory data (ωB97M-V/def2-TZVPD) for a molecular structure, C4H5NO3.

The geometry in ORCA input format:
```
! RIJCOSX wB97M-V def2-TZVPD def2/J DEFGRID3
* xyz 0 1
C 0.356 -1.309 0.658
C -0.570 -0.708 -0.491
C -0.438 0.822 -0.049
C 0.807 1.338 0.044
H 2.465 -1.917 0.392
H 0.236 -0.705 1.775
H -0.385 -2.430 1.005
H -0.134 -1.254 -1.516
H -2.051 -0.183 0.921
N 1.926 1.701 -0.206
O 1.576 -1.478 -0.191
O -1.960 -0.742 -0.385
O -1.434 1.434 0.312
*
```

Computed properties:
LUMO energy   -0.0373 Eh
Kohn-Sham gap   9.21 eV
Highest occupied orbital energy   -10.22 eV

Löwdin atomic charge list, values in e, 6 entries: C -0.23; C -0.37; C -0.42; C -0.13; H 0.22; H 0.18



--- c ---
Density functional theory data (ωB97M-V/def2-TZVPD) for a molecular structure, C4H5NO3.

The geometry in ORCA input format:
```
! RIJCOSX wB97M-V def2-TZVPD def2/J DEFGRID3
* xyz 0 1
C 2.873 0.632 0.376
C 2.301 -0.658 -0.309
C 0.097 -0.018 -0.101
C -3.330 -0.103 0.151
H 3.921 0.361 -0.158
H 2.787 1.945 1.144
H 2.847 -1.712 -0.964
H -3.495 -1.128 0.338
H -4.109 0.486 -0.171
N -2.168 0.518 -0.078
O 0.951 -0.996 0.268
O 0.396 1.110 -0.370
O -1.150 -0.451 0.059
*
```

Computed properties:
LUMO energy   0.0068 Eh
Kohn-Sham gap   9.41 eV
Highest occupied orbital energy   -9.22 eV

Löwdin atomic charge list, values in e, 6 entries: C -0.01; C -0.10; C -0.64; C 0.06; H 0.03; H 0.24



--- d ---
Density functional theory data (ωB97M-V/def2-TZVPD) for a single C4H5NO3 molecule.

The geometry in ORCA input format:
```
! RIJCOSX wB97M-V def2-TZVPD def2/J DEFGRID3
* xyz 0 1
C 1.314 -0.927 0.136
N 1.382 -0.562 1.343
O 0.155 0.236 1.550
C -0.988 0.095 0.710
C -0.803 1.311 -0.380
O -0.081 0.460 -1.388
C 0.152 -0.675 -0.882
O -0.991 -1.140 -0.014
H 2.417 -1.092 -0.266
H -1.811 -0.024 1.403
H 0.103 1.699 0.394
H -1.339 2.031 -0.988
H 0.490 -1.412 -1.618
*
```

Computed properties:
LUMO energy   0.0265 Eh
SMILES   C1=NO[C@H]2CO[C@@H]1O2
Kohn-Sham gap   10.71 eV
Highest occupied orbital energy   -9.99 eV

Löwdin atomic charge list, values in e, 6 entries: C -0.08; N 0.14; O -0.16; C -0.30; C 0.06; O -0.02



Name the least stable of them. c.



--- a ---
Density functional theory data (ωB97M-V/def2-TZVPD) for 2 unconnected molecules or ions with the total composition C4H5NO3.

The geometry in ORCA input format:
```
! RIJCOSX wB97M-V def2-TZVPD def2/J DEFGRID3
* xyz 0 1
C 0.505 1.603 -0.007
C -0.646 0.753 0.440
O -1.603 0.367 -0.181
O -0.472 0.191 1.696
H 0.417 2.592 0.443
H 1.455 1.189 0.329
H 0.550 1.576 -1.094
H -0.366 0.858 2.389
O 1.154 -2.517 0.511
C 0.516 -1.844 -0.207
C -0.542 -1.676 -1.186
N 0.429 -0.908 -1.538
H -1.395 -2.183 -1.595
*
```

Computed properties:
LUMO energy   0.0183 Eh
SMILES   CC(=O)O.O=c1cn1
Kohn-Sham gap   9.51 eV
Highest occupied orbital energy   -9.01 eV

Löwdin atomic charge list, values in e, 6 entries: C 0.00; C -0.56; O 0.09; O 0.06; H 0.09; H 0.09



--- b ---
Density functional theory data (ωB97M-V/def2-TZVPD) for a single C4H5NO3 molecule.

The geometry in ORCA input format:
```
! RIJCOSX wB97M-V def2-TZVPD def2/J DEFGRID3
* xyz 0 1
O -0.327 -2.666 -0.603
C -0.742 -1.806 0.150
N -0.702 -0.448 -0.189
C 0.397 -0.042 -0.902
C 1.090 1.065 -0.894
O 0.692 2.091 0.074
C 0.255 1.245 1.134
O -0.823 0.466 0.907
H -1.281 -1.894 1.225
H 0.715 -0.575 -1.668
H 2.009 1.237 -1.481
H 0.012 1.973 1.891
H 1.115 0.505 1.405
*
```

Computed properties:
LUMO energy   0.0318 Eh
SMILES   O=CN1C=COCO1
Kohn-Sham gap   10.12 eV
Highest occupied orbital energy   -9.26 eV

Löwdin atomic charge list, values in e, 6 entries: O 0.06; C -0.25; N 0.00; C -0.12; C -0.05; O -0.05



--- c ---
Density functional theory data (ωB97M-V/def2-TZVPD) for 3 unconnected molecules or ions with the total composition C4H5NO3.

The geometry in ORCA input format:
```
! RIJCOSX wB97M-V def2-TZVPD def2/J DEFGRID3
* xyz 0 1
C 0.171 0.628 -0.123
C -2.005 0.082 0.052
C 0.519 -0.676 0.096
C 2.577 -0.049 -0.087
O -2.970 1.039 -0.077
N 0.410 -1.860 0.306
O -2.339 -1.054 0.260
O 3.205 0.936 -0.261
H -2.545 1.887 -0.255
H -0.556 -2.195 0.423
H 3.024 -1.059 0.108
H 0.288 1.324 0.698
H 0.219 0.996 -1.140
*
```

Computed properties:
LUMO energy   0.0049 Eh
Kohn-Sham gap   7.59 eV
Highest occupied orbital energy   -7.45 eV

Löwdin atomic charge list, values in e, 6 entries: C 0.02; C -0.36; C -0.33; C -0.13; O 0.05; N 0.20



--- d ---
Density functional theory data (ωB97M-V/def2-TZVPD) for a molecular structure, C4H5NO3.

The geometry in ORCA input format:
```
! RIJCOSX wB97M-V def2-TZVPD def2/J DEFGRID3
* xyz 0 1
C -0.128 0.140 -0.347
C 0.301 -0.714 0.827
C -0.055 -0.646 2.054
C 0.281 -0.476 -1.635
H -0.978 2.837 0.525
H 1.150 -1.565 0.564
H -0.974 0.110 2.690
H 0.375 -1.516 2.651
H 0.890 0.073 -3.492
N -0.745 1.228 -0.314
O -1.300 1.823 0.907
O 0.656 0.474 -2.698
O 0.527 -1.768 -1.733
*
```

Computed properties:
LUMO energy   -0.0157 Eh
Kohn-Sham gap   9.51 eV
Highest occupied orbital energy   -9.94 eV

Löwdin atomic charge list, values in e, 6 entries: C -0.25; C -0.17; C -0.04; C -0.25; H 0.21; H 0.17



Name the least stable of them. d.



--- a ---
Density functional theory data (ωB97M-V/def2-TZVPD) for 2 unconnected molecules or ions with the total composition C5H6NO2S.

The geometry in ORCA input format:
```
! RIJCOSX wB97M-V def2-TZVPD def2/J DEFGRID3
* xyz -1 1
C 0.649 2.303 0.930
C 0.618 0.954 0.912
C 1.114 -2.303 -0.640
C -2.842 0.153 -0.658
C 0.928 0.061 -0.096
N 0.559 -1.222 -0.113
O 2.063 -2.326 -1.437
O -2.540 -0.723 0.034
S -3.536 1.508 -1.056
H 0.201 2.976 1.664
H 0.859 2.680 -0.062
H 0.303 0.518 1.766
H 0.523 -3.253 -0.492
H 1.385 0.295 -1.090
H -0.284 -1.620 0.341
*
```

Computed properties:
LUMO energy   0.0951 Eh
Kohn-Sham gap   3.75 eV
Highest occupied orbital energy   -1.16 eV

Löwdin atomic charge list, values in e, 6 entries: C -0.15; C -0.33; C -0.45; C -0.83; C -0.24; N -0.06



--- b ---
Density functional theory data (ωB97M-V/def2-TZVPD) for 2 unconnected molecules or ions with the total composition C5H6NO2S.

The geometry in ORCA input format:
```
! RIJCOSX wB97M-V def2-TZVPD def2/J DEFGRID3
* xyz -1 1
C -1.832 -1.224 0.592
C -0.556 0.680 1.266
C 1.515 0.783 -1.131
C -0.658 -0.728 1.069
C 0.973 -0.626 -1.184
N -2.851 -1.310 0.107
O -1.654 1.420 1.057
O 0.585 1.069 1.639
S 1.934 -1.937 -0.881
H 2.538 0.774 -1.635
H 0.822 1.629 -1.533
H 1.592 0.920 -0.033
H -0.020 -1.441 1.601
H -0.153 -0.784 -1.433
H -2.235 0.776 0.500
*
```

Computed properties:
LUMO energy   0.1242 Eh
Kohn-Sham gap   7.02 eV
Highest occupied orbital energy   -3.63 eV

Löwdin atomic charge list, values in e, 6 entries: C -0.39; C -0.61; C -0.20; C -0.17; C -0.73; N 0.09



Name the least stable of them. a.



--- a ---
Density functional theory data (ωB97M-V/def2-TZVPD) for a single C5H6N2S molecule.

The geometry in ORCA input format:
```
! RIJCOSX wB97M-V def2-TZVPD def2/J DEFGRID3
* xyz 0 1
N 1.697 1.532 0.345
C 1.707 0.297 -0.141
S 3.104 -0.613 -0.036
C 0.410 -0.240 -0.640
C -0.119 -1.489 -0.001
C -1.414 -1.268 0.318
C -1.651 0.115 -0.054
N -0.662 0.771 -0.478
H 0.865 1.983 0.276
H 2.655 1.801 0.488
H 0.542 -0.309 -1.697
H 0.394 -2.381 0.339
H -2.225 -2.003 0.524
H -2.507 0.666 0.246
*
```

Computed properties:
LUMO energy   0.0095 Eh
SMILES   NC(=S)[C@H]1C=CC=N1
Kohn-Sham gap   8.68 eV
Highest occupied orbital energy   -8.42 eV

Löwdin atomic charge list, values in e, 6 entries: N 0.12; C -0.83; S 0.60; C -0.35; C -0.02; C -0.04



--- b ---
Density functional theory data (ωB97M-V/def2-TZVPD) for a single C5H6N2S molecule.

The geometry in ORCA input format:
```
! RIJCOSX wB97M-V def2-TZVPD def2/J DEFGRID3
* xyz 0 1
N 1.516 0.666 -1.261
C 0.784 0.074 -0.237
C 1.007 -0.861 0.797
C -0.255 -1.054 1.526
S 0.010 -1.375 3.331
C -1.454 -0.801 0.624
C -0.838 0.090 -0.251
N -1.344 1.194 -1.105
H 2.534 0.265 -1.220
H 1.100 0.386 -2.051
H 2.062 -1.377 1.003
H -2.453 -1.032 1.035
H -2.140 2.010 -0.541
H -0.530 1.814 -1.651
*
```

Computed properties:
LUMO energy   -0.0389 Eh
SMILES   NC1=CC(=S)C=C1N
Kohn-Sham gap   6.99 eV
Highest occupied orbital energy   -8.05 eV

Löwdin atomic charge list, values in e, 6 entries: N 0.08; C -0.25; C -0.15; C -0.63; S 0.47; C -0.04



Name the least stable of them. b.



--- a ---
Density functional theory data (ωB97M-V/def2-TZVPD) for a single C5H6N2S molecule.

The geometry in ORCA input format:
```
! RIJCOSX wB97M-V def2-TZVPD def2/J DEFGRID3
* xyz 0 1
C 1.353 2.609 0.264
C 0.108 1.047 -1.064
C -0.616 -0.019 -1.741
C 0.850 1.276 0.099
C 1.255 0.260 1.196
N 1.612 3.703 0.485
N -1.206 -2.204 -0.030
S -1.347 -1.490 -1.451
H 0.173 2.072 -1.613
H -0.865 0.038 -2.776
H 2.043 -0.397 0.732
H 0.292 -0.278 1.396
H 1.476 0.699 2.184
H -1.455 -3.148 -0.155
*
```

Computed properties:
LUMO energy (spin up / spin down)   -0.0500 / -0.0501 Eh
Kohn-Sham gap (spin up / spin down)   7.25 / 7.25 eV
Highest occupied orbital energy (spin up / spin down)   -8.61 / -8.61 eV

Löwdin atomic charge list, values in e, 6 entries: C -0.23; C -0.10; C -0.43; C -0.27; C -0.04; N 0.16



--- b ---
Density functional theory data (ωB97M-V/def2-TZVPD) for 2 unconnected molecules or ions with the total composition C5H6N2S.

The geometry in ORCA input format:
```
! RIJCOSX wB97M-V def2-TZVPD def2/J DEFGRID3
* xyz 0 1
C -1.588 1.597 0.428
C -1.111 0.380 0.697
C 0.285 1.637 -0.572
C 0.790 -0.702 -0.426
C 0.521 -2.070 -0.231
N -0.725 2.364 -0.327
N 0.150 0.325 0.023
S 3.469 0.158 0.179
H -2.237 2.141 1.131
H -1.797 -0.355 1.117
H 1.138 2.011 -1.062
H -0.132 -2.303 0.531
H 1.355 -2.696 -0.308
H -0.116 -2.489 -1.180
*
```

Computed properties:
LUMO energy (spin up / spin down)   -0.0602 / -0.0531 Eh
Kohn-Sham gap (spin up / spin down)   6.92 / 6.89 eV
Highest occupied orbital energy (spin up / spin down)   -8.56 / -8.33 eV

Löwdin atomic charge list, values in e, 6 entries: C -0.15; C -0.04; C -0.12; C -0.19; C -0.10; N 0.09



--- c ---
Density functional theory data (ωB97M-V/def2-TZVPD) for a single C5H6N2S molecule.

The geometry in ORCA input format:
```
! RIJCOSX wB97M-V def2-TZVPD def2/J DEFGRID3
* xyz 0 1
H 0.410 2.706 0.172
N -0.109 1.867 0.077
C 0.639 0.887 -0.034
N 2.061 1.102 -0.015
C 2.693 0.014 -0.032
S 1.743 -1.471 0.060
C 0.259 -0.510 -0.037
C -0.890 -1.143 -0.043
C -2.178 -0.450 0.008
H 3.831 -0.023 -0.184
H -0.845 -2.243 0.106
H -2.107 0.634 -0.387
H -2.592 -0.423 1.021
H -2.914 -0.945 -0.713
*
```

Computed properties:
LUMO energy   0.0036 Eh
SMILES   [H]/N=C1\N=CS\C1=C\C
Kohn-Sham gap   8.71 eV
Highest occupied orbital energy   -8.61 eV

Löwdin atomic charge list, values in e, 6 entries: H 0.05; N 0.18; C -0.46; N 0.03; C -0.46; S 0.97



Name the least stable of them. b.